{
  "formula": "C4H5NO3",
  "method": "wB97M-V/def2-TZVPD",
  "e_lumo_ev": -1.69,
  "homo_ha": -0.27321,
  "e_tot_ha": -435.62397,
  "largest_force_ev_per_a": 8.4,
  "multiplicity": 1,
  "de_lowest_kj_mol": 778.54,
  "homo_lumo_gap_ev": 5.74,
  "symbols": ["C", "C", "C", "C", "H", "H", "H", "H", "H", "N", "O", "O", "O"],
  "coordinates": [[-0.870, -0.248, -0.234], [-0.245, -1.539, -0.137], [1.335, -0.118, -0.157], [0.162, 0.636, -0.171], [-2.652, -0.556, -0.820], [-2.528, 0.997, 0.047], [-0.418, -2.572, 0.171], [2.669, 0.783, 1.341], [1.003, 2.269, 0.406], [-2.234, -0.094, 0.144], [1.066, -1.528, -0.129], [2.628, 0.083, -0.196], [0.083, 1.888, -0.266]]
}

***

{
  "formula": "C4H5F2O3P",
  "method": "wB97M-V/def2-TZVPD",
  "total_charge": -2,
  "e_lumo_ev": 6.01,
  "homo_ha": 0.01341,
  "e_tot_ha": -922.21995,
  "largest_force_ev_per_a": 5.2,
  "smiles": "C=CCC(F)(F)P(=O)([O-])[O-]",
  "multiplicity": 1,
  "homo_lumo_gap_ev": 5.64,
  "symbols": ["C", "C", "C", "C", "F", "F", "P", "O", "O", "O", "H", "H", "H", "H", "H"],
  "coordinates": [[-2.506, 0.841, 0.755], [-1.363, 1.011, 0.208], [-0.203, 0.127, 0.529], [0.525, -0.589, -0.958], [0.362, 0.241, -1.971], [-0.356, -1.606, -1.195], [2.395, -0.879, -0.335], [2.950, -1.813, -1.366], [2.156, -1.382, 1.094], [2.889, 0.559, -0.470], [-3.428, 1.546, 0.596], [-2.447, 0.059, 1.431], [-1.312, 2.013, -0.470], [-0.362, -0.786, 1.235], [0.700, 0.659, 0.917]]
}

***

{
  "formula": "C2H7N2OS",
  "method": "wB97M-V/def2-TZVPD",
  "total_charge": 1,
  "e_lumo_ev": -4.10,
  "homo_ha": -0.51335,
  "e_tot_ha": -663.08536,
  "largest_force_ev_per_a": 2.5,
  "multiplicity": 1,
  "de_lowest_kj_mol": 11.12,
  "homo_lumo_gap_ev": 9.87,
  "symbols": ["C", "C", "N", "N", "O", "S", "H", "H", "H", "H", "H", "H", "H"],
  "coordinates": [[0.597, -0.468, -0.008], [-1.673, 0.462, 0.026], [0.126, -1.721, -0.013], [-0.230, 0.555, -0.015], [2.067, 1.294, -0.012], [2.291, -0.305, 0.015], [-2.068, 1.416, 0.366], [-2.083, 0.250, -0.964], [-1.997, -0.308, 0.726], [-0.856, -1.924, -0.110], [0.745, -2.510, 0.062], [0.173, 1.482, -0.083], [2.909, 1.777, 0.011]]
}

***

{
  "formula": "C38H59I2IrN6O3",
  "method": "wB97M-V/def2-TZVPD",
  "total_charge": 1,
  "e_lumo_ev": [-3.39, -5.12],
  "homo_ha": [-0.37766, -0.37758],
  "e_tot_ha": -2737.25349,
  "s2": 0.77,
  "largest_force_ev_per_a": 0.4,
  "multiplicity": 2,
  "de_lowest_kj_mol": 0.00,
  "homo_lumo_gap_ev": [6.89, 5.16],
  "symbols": ["Ir", "C", "N", "C", "C", "C", "N", "C", "C", "C", "C", "C", "C", "C", "O", "C", "C", "C", "C", "C", "C", "C", "C", "C", "C", "C", "C", "C", "C", "C", "O", "C", "C", "C", "C", "C", "C", "C", "C", "H", "H", "H", "H", "H", "H", "H", "H", "H", "H", "H", "H", "H", "H", "H", "H", "H", "H", "H", "H", "H", "H", "H", "H", "H", "H", "H", "H", "H", "H", "H", "H", "H", "H", "H", "H", "H", "H", "H", "H", "H", "H", "H", "H", "H", "H", "H", "H", "H", "H", "H", "H", "H", "H", "I", "I", "N", "C", "N", "C", "N", "C", "C", "N", "O", "H", "H", "H", "H", "H"],
  "coordinates": [[0.513, 0.469, 1.216], [3.380, 1.309, 1.622], [2.447, 0.219, 1.995], [2.518, 0.065, 3.471], [2.922, -1.041, 1.347], [1.809, -2.070, 1.316], [0.577, -1.509, 0.673], [0.652, -1.591, -0.833], [1.811, -0.907, -1.486], [2.726, -1.655, -2.224], [3.737, -1.038, -2.938], [3.739, 0.361, -2.950], [2.840, 1.153, -2.249], [1.906, 0.486, -1.422], [1.117, 1.172, -0.585], [2.798, 2.675, -2.441], [3.076, 3.433, -1.135], [3.823, 3.151, -3.473], [1.405, 3.054, -2.971], [4.790, -1.803, -3.737], [4.675, -1.437, -5.224], [4.623, -3.316, -3.600], [6.187, -1.424, -3.227], [-0.615, -2.302, 1.087], [-1.973, -1.627, 1.141], [-2.978, -2.412, 1.640], [-4.321, -2.013, 1.584], [-4.631, -0.810, 0.905], [-3.690, 0.030, 0.385], [-2.291, -0.315, 0.617], [-1.384, 0.540, 0.346], [-4.085, 1.275, -0.408], [-3.794, 2.537, 0.416], [-5.582, 1.275, -0.732], [-3.338, 1.308, -1.753], [-5.439, -2.834, 2.190], [-6.094, -1.982, 3.295], [-6.482, -3.161, 1.107], [-4.941, -4.142, 2.803], [4.390, 1.042, 1.942], [3.068, 2.227, 2.112], [3.358, 1.444, 0.545], [3.569, 0.013, 3.763], [2.019, -0.842, 3.797], [2.049, 0.923, 3.945], [3.786, -1.434, 1.890], [3.240, -0.794, 0.338], [1.536, -2.364, 2.329], [2.138, -2.967, 0.784], [-0.283, -1.150, -1.187], [0.655, -2.651, -1.100], [2.621, -2.734, -2.235], [4.482, 0.852, -3.561], [4.071, 3.195, -0.752], [2.336, 3.192, -0.374], [3.045, 4.509, -1.326], [4.849, 2.976, -3.143], [3.704, 4.226, -3.620], [3.681, 2.669, -4.441], [0.624, 2.745, -2.280], [1.221, 2.576, -3.935], [1.342, 4.136, -3.113], [3.681, -1.678, -5.607], [5.410, -1.995, -5.806], [4.853, -0.375, -5.393], [3.663, -3.655, -3.995], [4.705, -3.639, -2.559], [5.407, -3.822, -4.164], [6.379, -0.355, -3.334], [6.953, -1.958, -3.793], [6.299, -1.683, -2.172], [-0.427, -2.769, 2.054], [-0.713, -3.125, 0.373], [-2.726, -3.370, 2.076], [-5.673, -0.556, 0.798], [-4.436, 2.573, 1.298], [-4.005, 3.423, -0.188], [-2.764, 2.577, 0.756], [-6.201, 1.311, 0.165], [-5.872, 0.407, -1.328], [-5.811, 2.169, -1.312], [-2.260, 1.389, -1.639], [-3.688, 2.162, -2.335], [-3.550, 0.407, -2.333], [-6.523, -1.060, 2.900], [-5.369, -1.724, 4.069], [-6.897, -2.556, 3.759], [-6.934, -2.268, 0.675], [-7.282, -3.752, 1.553], [-6.037, -3.746, 0.300], [-4.207, -3.980, 3.594], [-4.497, -4.796, 2.049], [-5.787, -4.675, 3.236], [-2.064, 2.217, 3.858], [-3.255, 4.576, 4.154], [-1.920, -3.713, 4.499], [-1.314, -2.741, 4.651], [-0.574, -1.649, 4.834], [-0.482, -0.829, 3.872], [-0.330, -0.060, 3.000], [0.366, 4.791, 1.994], [0.144, 3.481, 1.310], [-0.562, 3.454, 0.195], [0.672, 2.456, 1.800], [-0.443, 5.492, 1.797], [1.300, 5.217, 1.621], [0.458, 4.628, 3.064], [-0.991, 4.290, -0.163], [-0.630, 2.594, -0.332]]
}

***

{
  "formula": "C4H30NO13",
  "method": "wB97M-V/def2-TZVPD",
  "total_charge": -1,
  "e_lumo_ev": 2.63,
  "homo_ha": -0.21904,
  "e_tot_ha": -1203.39078,
  "largest_force_ev_per_a": 1.8,
  "multiplicity": 1,
  "de_lowest_kj_mol": 63.77,
  "homo_lumo_gap_ev": 8.59,
  "symbols": ["O", "C", "O", "C", "C", "C", "N", "H", "H", "H", "H", "H", "H", "H", "H", "H", "H", "O", "H", "H", "O", "H", "H", "O", "H", "H", "O", "H", "H", "O", "H", "H", "O", "H", "H", "O", "H", "H", "O", "H", "H", "O", "H", "H", "O", "H", "H", "O"],
  "coordinates": [[-1.475, -0.396, 1.415], [-0.865, 0.705, 1.371], [-1.246, 1.748, 0.775], [0.572, 0.734, 1.906], [1.394, -0.180, 0.989], [1.958, 0.359, -0.340], [2.130, -0.754, -1.263], [0.637, 0.393, 2.959], [0.889, 1.803, 1.863], [0.858, -1.121, 0.842], [2.247, -0.562, 1.561], [1.315, 1.127, -0.793], [3.033, 0.580, -0.211], [1.853, -0.587, -2.222], [1.763, -1.645, -0.981], [4.008, -2.331, -1.153], [4.770, -1.093, -0.769], [4.908, -2.012, -1.014], [-0.701, 3.764, -1.878], [-1.976, 3.077, -2.644], [-1.054, 3.359, -2.707], [-0.565, 4.691, 0.251], [-0.534, 3.044, 0.119], [-0.285, 3.930, -0.263], [-0.888, -2.884, 0.289], [-1.100, -3.982, 1.231], [-0.627, -3.814, 0.390], [-1.843, -0.041, 3.735], [-3.062, -0.624, 3.352], [-2.441, -0.714, 4.098], [1.075, -3.315, 0.167], [2.025, -4.342, -0.138], [2.031, -3.379, -0.058], [-2.555, -0.610, 0.296], [-3.733, 0.375, 0.157], [-3.418, -0.460, -0.201], [-1.202, 1.431, -2.079], [-2.128, 0.143, -1.796], [-1.627, 0.649, -2.444], [1.629, 4.348, -0.781], [1.788, 3.336, 0.335], [2.230, 4.076, -0.075], [-1.655, -2.268, 3.133], [-2.556, -3.559, 2.887], [-1.665, -3.208, 2.889], [-0.449, -0.963, -4.569], [-0.276, 0.492, -4.110], [0.153, -0.217, -4.609]]
}

***

{
  "formula": "C4H9NOS",
  "method": "wB97M-V/def2-TZVPD",
  "e_lumo_ev": 0.73,
  "homo_ha": -0.33206,
  "e_tot_ha": -685.92304,
  "largest_force_ev_per_a": 2.1,
  "smiles": "OC[C@@H]1N[C@@H]1CS",
  "multiplicity": 1,
  "de_lowest_kj_mol": 251.80,
  "homo_lumo_gap_ev": 9.77,
  "symbols": ["O", "C", "C", "N", "C", "C", "S", "H", "H", "H", "H", "H", "H", "H", "H", "H"],
  "coordinates": [[0.593, -1.897, 0.419], [1.095, -0.959, -0.549], [1.051, 0.455, -0.068], [0.582, 0.855, 1.300], [-0.197, 1.288, 0.112], [-1.575, 0.759, -0.381], [-2.384, -0.753, 0.318], [1.229, -1.836, 1.177], [2.144, -1.178, -0.777], [0.471, -1.008, -1.429], [1.929, 1.004, -0.383], [0.114, 0.044, 1.701], [-0.041, 2.370, -0.048], [-1.550, 0.645, -1.469], [-2.224, 1.608, -0.147], [-1.237, -1.397, 0.225]]
}